Below is a cluster of 2 separate species, C5H15N3O in total, with properties calculated with ωB97M-V/def2-TZVPD.

Atoms and positions in Å:
C -0.59 0.45 -2.02
C 0.42 1.47 -2.03
N -0.58 -0.58 -2.91
H 0.30 -0.81 -3.35
H -1.18 -1.37 -2.74
H -1.55 0.63 -1.55
H -0.15 -0.22 -0.61
H 1.14 1.21 -1.09
H 0.03 2.46 -1.81
H 1.05 1.47 -2.92
C 0.20 0.75 2.60
C 0.84 -1.69 0.63
N -0.40 0.44 1.31
C 0.54 -0.20 0.36
N -1.62 -0.28 1.38
O 1.60 0.53 0.10
H -1.58 -1.02 2.10
H -2.35 0.36 1.66
H 0.36 -0.15 3.22
H 1.15 1.24 2.43
H -0.46 1.43 3.15
H -0.07 -2.28 0.72
H 1.45 -2.08 -0.19
H 1.43 -1.78 1.55

Values from the calculation:
- relative energy (zero: lowest compared OMol25 entry of this formula, charge and spin) (kcal per mole) = 89.0
- E_HOMO (eV) = -8.126

These are the natural (NBO) partial charges, in e, on atoms 1 to 4: number 1, C, carries 0.142; number 2, C, carries -0.743; number 3, N, carries -0.766; number 4, H, carries 0.391

=====

Below is a structure of composition C53H49F6N6O6ReS4, with properties calculated with ωB97M-V/def2-TZVPD.

Atoms and positions in Å:
Re -0.57 -0.35 -0.02
C 1.68 0.93 -3.77
C 0.24 0.53 -3.46
C -0.37 -0.18 -4.66
C -0.66 1.68 -3.06
C -0.44 2.95 -3.59
C -1.34 3.98 -3.38
C -2.51 3.73 -2.69
C -2.80 2.48 -2.14
C -4.19 2.23 -1.53
C -4.24 1.86 -0.04
C -5.17 3.38 -1.78
C -1.81 1.48 -2.28
N -1.92 0.26 -1.52
C -3.03 -0.52 -1.69
O -3.79 -0.53 -2.64
C -3.30 -1.36 -0.47
C -4.29 -2.31 -0.35
C -4.36 -3.03 0.84
C -3.46 -2.79 1.86
C -2.49 -1.83 1.66
N -2.45 -1.12 0.53
C -1.37 -1.52 2.59
O -1.43 -1.78 3.77
N -0.32 -0.88 1.95
C 0.79 -0.48 2.79
C 0.80 0.83 3.28
C 1.90 1.24 4.02
C 2.94 0.37 4.30
C 2.87 -0.94 3.86
C 1.79 -1.40 3.11
C 1.74 -2.87 2.74
C 3.10 -3.39 2.24
C 1.31 -3.72 3.94
C -0.41 1.75 3.18
C -0.03 3.22 2.97
C -1.26 1.61 4.45
H 2.31 0.04 -3.82
H 2.10 1.61 -3.03
H 1.75 1.43 -4.74
H 0.27 -0.20 -2.64
H -0.38 0.49 -5.52
H -1.40 -0.48 -4.46
H 0.20 -1.07 -4.92
H 0.45 3.13 -4.19
H -1.15 4.96 -3.79
H -3.23 4.53 -2.60
H -4.59 1.39 -2.07
H -4.07 2.73 0.60
H -3.53 1.08 0.24
H -5.24 1.49 0.21
H -4.94 4.26 -1.17
H -6.17 3.05 -1.51
H -5.19 3.67 -2.82
H -4.96 -2.47 -1.18
H -5.11 -3.80 0.95
H -3.46 -3.33 2.79
H 1.94 2.25 4.41
H 3.79 0.70 4.88
H 3.66 -1.63 4.12
H 1.00 -3.01 1.94
H 3.76 -3.60 3.09
H 3.61 -2.67 1.60
H 2.97 -4.32 1.69
H 2.03 -3.60 4.75
H 1.29 -4.77 3.65
H 0.33 -3.44 4.31
H -1.03 1.42 2.35
H 0.34 3.67 3.89
H -0.91 3.80 2.67
H 0.74 3.33 2.20
H -0.67 1.88 5.33
H -1.61 0.59 4.59
H -2.13 2.28 4.40
S 3.61 -4.21 -1.58
C 5.06 -5.09 -1.49
C 6.10 -4.34 -1.01
C 5.69 -3.02 -0.70
C 4.37 -2.80 -0.96
C 3.64 -1.55 -0.74
C 2.27 -1.56 -0.41
N 1.55 -0.46 -0.30
C 2.17 0.74 -0.38
C 3.52 0.86 -0.65
C 4.09 2.18 -0.78
C 3.32 3.28 -0.63
C 1.92 3.16 -0.33
C 1.08 4.26 -0.15
C -0.24 4.09 0.21
C -0.73 2.77 0.29
N 0.03 1.71 0.08
C 1.35 1.89 -0.20
C -1.05 5.27 0.55
C -0.61 6.57 0.57
C -1.60 7.49 1.00
C -2.77 6.88 1.31
S -2.68 5.19 1.08
C 4.25 -0.32 -0.86
H 5.08 -6.12 -1.80
H 7.10 -4.72 -0.87
H 6.35 -2.28 -0.26
H 1.78 -2.50 -0.25
H 5.15 2.26 -0.99
H 3.74 4.27 -0.73
H 1.51 5.25 -0.24
H -1.76 2.58 0.56
H 0.39 6.88 0.30
H -1.44 8.56 1.07
H -3.69 7.32 1.66
H 5.30 -0.26 -1.13
F -2.24 -2.58 -3.22
C -1.57 -3.69 -2.92
F -1.10 -4.25 -4.03
F -2.38 -4.54 -2.31
S -0.11 -3.24 -1.88
O -0.68 -2.40 -0.78
O 0.75 -2.55 -2.79
N 0.53 -4.53 -1.34
S 0.00 -5.40 -0.09
O -1.31 -5.03 0.36
O 1.06 -5.57 0.86
C -0.15 -7.03 -0.94
F 1.03 -7.41 -1.41
F -0.58 -7.92 -0.06
F -1.02 -6.95 -1.94

Values from the calculation:
- spin multiplicity = 4
- relative energy (zero: lowest compared OMol25 entry of this formula, charge and spin) (kcal per mole) = 0.0
- E_HOMO (alpha / beta) (eV) = -10.719 / -10.896
- total charge = +1

These are the Löwdin partial charges, in e, on atoms 1 to 4: number 1, Re, carries 1.822; number 2, C, carries -0.050; number 3, C, carries -0.378; number 4, C, carries -0.034

=====

Below is a cluster of 9 separate species, C57H77F2N4O27S2 in total in a non-equilibrium geometry, with properties calculated with ωB97M-V/def2-TZVPD.

Atoms and positions in Å:
C -2.34 5.22 -2.00
C -1.97 3.76 -2.12
O -2.78 2.87 -1.93
N -0.65 3.50 -2.53
C -0.47 2.15 -3.05
C 0.40 3.96 -1.59
C 1.01 2.85 -0.74
C 0.03 2.23 0.29
C 0.05 0.69 0.38
C 0.70 0.08 1.62
C 2.23 0.31 1.68
O 2.83 0.11 2.70
N 2.91 0.75 0.49
C 4.29 0.45 0.56
O 4.80 -0.61 0.43
F 4.99 1.58 0.79
C 0.17 0.65 2.94
C -1.36 0.54 2.99
C -1.82 -0.87 2.57
C -2.84 -1.45 3.59
C -4.31 -1.17 3.18
C -5.17 -2.38 3.43
F -5.20 -2.66 4.80
C -0.65 -1.84 2.57
N 0.51 -1.43 1.68
C 0.34 -2.12 0.35
C 0.92 -3.55 0.45
C 2.37 -3.51 -0.11
S 2.42 -3.95 -1.86
C 2.63 -2.48 -2.75
S 2.71 -0.97 -2.12
N 2.71 -2.80 -4.14
C 3.66 -1.98 -4.84
C 3.37 -1.19 -5.95
C 4.37 -0.41 -6.51
C 5.66 -0.41 -6.01
C 5.97 -1.23 -4.93
C 4.97 -2.00 -4.36
C 1.36 -2.86 -4.68
C 0.89 -4.09 -5.11
C -0.40 -4.22 -5.60
C -1.24 -3.12 -5.66
C -0.77 -1.88 -5.23
C 0.51 -1.75 -4.73
H -2.26 5.57 -0.97
H -3.33 5.39 -2.41
H -1.62 5.79 -2.59
H -1.20 2.00 -3.85
H 0.51 2.09 -3.51
H -0.63 1.36 -2.31
H 1.18 4.48 -2.15
H -0.04 4.70 -0.92
H 1.51 2.10 -1.34
H 1.81 3.34 -0.17
H -0.99 2.50 0.01
H 0.21 2.72 1.25
H 0.54 0.31 -0.52
H -0.98 0.34 0.32
H 2.85 1.77 0.47
H 0.64 0.15 3.79
H 0.46 1.69 3.03
H -1.67 0.76 4.01
H -1.79 1.31 2.34
H -2.31 -0.84 1.60
H -2.70 -2.53 3.64
H -2.62 -1.05 4.58
H -4.32 -0.98 2.11
H -4.70 -0.32 3.74
H -4.78 -3.26 2.91
H -6.20 -2.18 3.12
H -0.26 -1.97 3.58
H -1.00 -2.83 2.26
H 1.35 -1.80 2.12
H -0.73 -2.21 0.18
H 0.87 -1.63 -0.45
H 0.96 -3.89 1.47
H 0.35 -4.23 -0.18
H 2.99 -4.24 0.41
H 2.84 -2.53 0.03
H 2.38 -1.17 -6.37
H 4.15 0.23 -7.36
H 6.43 0.21 -6.45
H 6.96 -1.30 -4.51
H 5.21 -2.64 -3.52
H 1.55 -4.95 -5.05
H -0.73 -5.20 -5.92
H -2.25 -3.24 -6.03
H -1.42 -1.01 -5.28
H 0.86 -0.79 -4.40
C -3.51 -0.35 -2.57
C -4.02 0.02 -1.19
O -3.94 -1.23 -0.49
C -3.01 -1.99 -1.10
O -2.58 -3.01 -0.65
O -2.63 -1.44 -2.27
H -2.97 0.45 -3.05
H -4.30 -0.71 -3.23
H -3.39 0.75 -0.69
H -5.04 0.39 -1.19
C -0.31 -4.73 5.75
C -0.54 -6.23 5.75
O -0.72 -6.49 4.35
C -0.12 -5.53 3.64
O 0.06 -5.55 2.46
O 0.27 -4.50 4.45
H 0.36 -4.39 6.53
H -1.25 -4.16 5.82
H 0.32 -6.79 6.10
H -1.42 -6.53 6.31
C 0.88 -7.71 9.76
C -0.22 -7.69 10.81
O -1.39 -7.47 10.01
C -1.14 -7.89 8.75
O -1.95 -8.00 7.90
O 0.18 -8.17 8.60
H 1.70 -8.39 10.00
H 1.28 -6.72 9.56
H -0.33 -8.65 11.32
H -0.10 -6.90 11.54
C -2.49 6.38 -5.74
C -2.52 4.87 -5.65
O -2.32 4.48 -7.00
C -1.69 5.49 -7.65
O -1.23 5.41 -8.74
O -1.65 6.60 -6.87
H -2.07 6.86 -4.86
H -3.48 6.81 -5.94
H -1.70 4.47 -5.04
H -3.46 4.48 -5.27
C 3.42 4.19 2.49
C 4.16 4.81 1.33
O 3.15 5.61 0.71
C 2.21 5.90 1.64
O 1.33 6.68 1.50
O 2.42 5.17 2.77
H 4.04 4.02 3.36
H 2.92 3.25 2.22
H 4.98 5.45 1.64
H 4.54 4.07 0.62
C 2.16 -2.44 -10.98
C 2.42 -1.30 -10.01
O 2.03 -1.88 -8.76
C 2.14 -3.23 -8.87
O 2.07 -3.98 -7.95
O 2.35 -3.59 -10.15
H 2.85 -2.45 -11.82
H 1.13 -2.44 -11.36
H 3.47 -1.02 -9.96
H 1.82 -0.41 -10.21
C 3.05 6.23 5.77
C 2.28 6.62 7.01
O 2.68 5.60 7.94
C 3.88 5.11 7.55
O 4.55 4.38 8.19
O 4.20 5.58 6.31
H 3.35 7.09 5.16
H 2.51 5.52 5.14
H 2.57 7.59 7.40
H 1.20 6.60 6.87
C -6.02 4.01 2.36
C -6.72 2.83 3.02
O -6.10 1.71 2.38
C -4.89 2.11 1.92
O -4.06 1.36 1.49
O -4.75 3.44 2.02
H -5.90 4.86 3.01
H -6.52 4.33 1.44
H -6.53 2.78 4.09
H -7.80 2.81 2.85

Values from the calculation:
- E_HOMO (eV) = -9.931
- total charge = +1

These are the Löwdin partial charges, in e, on atoms 1 to 4: number 1, C, carries 0.011; number 2, C, carries -0.506; number 3, O, carries 0.067; number 4, N, carries -0.102

=====

Below is a structure of composition C6H11IN2 in a non-equilibrium geometry, with properties calculated with ωB97M-V/def2-TZVPD.

Atoms and positions in Å:
I -1.64 2.33 -1.86
C 1.89 1.96 -0.05
C 0.35 1.87 0.00
N -0.11 0.55 0.32
C -0.09 -0.08 1.52
C -0.53 -1.43 1.37
N -0.64 -1.59 0.00
C -0.46 -0.38 -0.61
C -1.07 -2.74 -0.66
H 2.37 1.74 0.90
H 2.32 2.90 -0.39
H 2.22 1.19 -0.75
H -0.10 2.18 -0.94
H 0.04 2.54 0.81
H 0.26 0.53 2.34
H -0.63 -2.17 2.15
H -0.56 -0.25 -1.68
H -1.87 -2.50 -1.36
H -1.49 -3.43 0.07
H -0.26 -3.24 -1.19

Values from the calculation:
- relative energy (zero: lowest compared OMol25 entry of this formula, charge and spin) (kcal per mole) = 47.3
- E_HOMO (eV) = -6.359

These are the natural (NBO) partial charges, in e, on atoms 1 to 4: number 1, I, carries -0.747; number 2, C, carries -0.613; number 3, C, carries -0.289; number 4, N, carries -0.273

=====

| no. | total energy (Eh) |
| --- | --- |
| 1 | -438.89305 |
| 2 | -5099.17260 |
| 3 | -5464.69904 |
| 4 | -642.34313 |